A | ORCA calculation (ωB97M-V/def2-TZVPD) on 3 unconnected molecules or ions with the total composition C2H7NO4.

- HOMO energy (eV) = -10.1
- SMILES = O=CNC=O.O.O
- charge = 0

Atoms and positions in Å:
O  1.533  -0.477  -3.529
C  1.770  -1.180  -2.593
N  1.638  -0.853  -1.246
C  0.838  0.236  -0.761
O  -0.030  0.732  -1.401
H  2.093  -2.231  -2.685
H  1.798  -1.599  -0.586
H  1.246  0.461  0.234
H  -0.101  1.614  1.482
H  -0.531  0.777  2.699
O  -0.450  0.754  1.739
H  -3.813  0.271  1.803
H  -2.667  1.042  2.224
O  -3.324  0.454  2.618


B | ORCA calculation (ωB97M-V/def2-TZVPD) on 3 unconnected molecules or ions with the total composition C2H7NO4.

- HOMO energy (eV) = -9.8
- SMILES = O=CNC=O.O.O
- charge = 0

Atoms and positions in Å:
O  -2.753  -1.482  -0.992
C  -1.659  -1.346  -0.414
N  -0.916  -0.139  -0.485
C  -1.091  1.068  -1.254
O  -1.569  1.100  -2.331
H  -1.236  -2.185  -0.016
H  -0.044  -0.334  -0.014
H  -0.613  1.847  -0.784
H  0.479  -0.471  2.626
H  1.967  -0.533  2.247
O  1.117  -0.240  1.915
H  2.622  0.660  -0.786
H  1.735  0.907  0.619
O  1.962  1.148  -0.331


C | ORCA calculation (ωB97M-V/def2-TZVPD) on a molecular structure, C2H7NO4.

- HOMO energy (spin up / spin down) (eV) = -9.4 / -9.4
- charge = 0

Atoms and positions in Å:
C  0.718  0.585  -0.223
C  2.124  0.185  0.169
O  -0.004  1.192  0.706
H  -1.136  0.768  0.592
H  0.637  1.020  -1.244
H  0.121  -0.455  -0.529
H  2.594  -0.426  -0.602
H  2.112  -0.359  1.113
H  2.719  1.091  0.308
O  -2.079  -0.006  0.240
O  -2.162  -0.861  1.379
N  -1.204  -1.012  -1.096
O  -1.365  -0.546  -2.136
H  -3.075  -1.177  1.323


Unit: kcal/mol. Relative energies: A 0.0; B 9.1; C 163.3.


A | ORCA calculation (ωB97M-V/def2-TZVPD) on a single C5H6OS molecule.

- HOMO energy (eV) = -8.9
- SMILES = C[C@H]1C=CC(=S)O1
- charge = 0

Atoms and positions in Å:
C  1.453  -1.010  -0.335
C  0.405  -0.328  0.565
C  -1.937  -0.002  0.019
C  -1.105  1.437  -0.003
C  0.217  1.164  0.227
H  2.383  -0.534  -0.493
H  1.992  -1.939  0.137
H  0.889  -1.239  -1.360
H  0.573  -0.219  1.613
H  -1.598  2.380  -0.412
H  1.094  1.669  -0.358
O  -0.926  -0.890  0.399
S  -3.440  -0.490  0.002


B | ORCA calculation (ωB97M-V/def2-TZVPD) on 2 unconnected molecules or ions with the total composition C5H6OS.

- HOMO energy (eV) = -8.9
- charge = 0

Atoms and positions in Å:
C  1.473  -0.492  -1.084
C  1.143  -0.098  0.121
C  -1.872  1.169  -0.755
C  0.217  -0.798  1.056
C  -0.650  -0.151  1.976
O  -2.939  1.390  -1.189
S  0.669  -0.561  2.849
H  1.931  0.053  -1.804
H  1.266  -1.452  -1.546
H  1.407  0.870  0.371
H  -1.472  0.059  -0.515
H  -0.035  -1.869  0.896
H  -1.139  1.881  -0.374


Unit: kcal/mol. Relative energies: A 0.0; B 65.8.


A | ORCA calculation (ωB97M-V/def2-TZVPD) on 3 unconnected molecules or ions with the total composition C3H12N2OS.

- HOMO energy (eV) = -8.8
- charge = 0

Atoms and positions in Å:
N  0.718  0.088  0.797
C  -0.138  -0.653  -0.124
C  0.354  -1.954  -0.764
S  0.932  -3.256  1.813
C  -0.739  0.274  -1.248
N  -0.910  1.639  -0.830
H  1.687  -0.121  0.568
H  0.402  -2.722  0.047
H  0.580  -0.215  1.754
H  -1.018  -0.932  0.463
H  -0.393  -2.300  -1.475
H  1.374  -1.867  -1.136
H  -1.723  -0.190  -1.439
H  -0.208  0.282  -2.201
H  -1.439  1.807  0.012
H  -1.153  2.255  -1.578
H  0.769  2.101  1.194
H  0.719  3.171  2.343
O  0.185  2.592  1.804


B | ORCA calculation (ωB97M-V/def2-TZVPD) on 3 unconnected molecules or ions with the total composition C3H12N2OS.

- HOMO energy (eV) = -8.4
- charge = 0

Atoms and positions in Å:
C  0.611  0.623  0.589
C  0.832  0.874  -0.878
S  1.422  -0.458  -1.964
N  -0.779  0.898  1.011
C  -0.871  0.401  2.359
N  -0.407  -0.942  2.474
H  0.820  -0.449  0.766
H  1.265  1.228  1.223
H  1.417  1.765  -1.094
H  -0.213  1.044  -1.219
H  0.162  -0.739  -2.284
H  -1.355  0.263  0.443
H  -0.465  1.096  3.106
H  -1.951  0.330  2.612
H  -0.363  -1.108  3.496
H  -0.444  -2.261  -0.070
H  -1.019  -1.930  0.297
H  -2.482  -0.332  -1.740
O  -1.641  -0.182  -1.302


Unit: kcal/mol. Relative energies: A 0.0; B 110.0.